Entry 1:
A cluster of 3 separate species, C60H64FIO8 in total at a distorted geometry. Source: OMol25; level of theory: ωB97M-V/def2-TZVPD.

**Orbital gap**: 7.69 eV
**SMILES**: CCOCc1c(CCCCCCCCCCCCOC)cc([C@@H](I)CC)c2c1C(=O)C=C(CCCF)C2=O.O=C1c2ccccc2C(=O)c2ccccc21.O=C1c2ccccc2C(=O)c2ccccc21

```
! RIJCOSX wB97M-V def2-TZVPD def2/J DEFGRID3
* xyz 0 1
C 0.375 1.136 0.629
C -0.974 0.634 -0.145
O -1.605 1.838 -0.651
C -2.922 1.585 -1.194
C -3.025 0.316 -2.155
C -1.982 0.091 -3.309
C -0.763 1.118 -3.602
C 0.678 0.387 -3.558
C 1.479 0.871 -4.896
C 1.235 -0.139 -6.150
C 2.650 -0.211 -6.962
C 3.582 -1.376 -6.347
C 3.020 -2.871 -6.694
C 2.333 -3.567 -5.400
C 2.609 -5.173 -5.335
C 1.283 -5.915 -4.762
C 1.777 -7.078 -3.772
C 0.570 -7.876 -3.046
O 0.862 -8.203 -1.661
C 0.346 -7.164 -0.773
C -2.051 -1.144 -4.284
C -3.203 -2.207 -4.167
C -3.213 -3.391 -5.232
I -2.589 -5.332 -4.399
C -4.592 -3.492 -6.087
C -4.244 -4.480 -7.341
C -4.239 -1.968 -3.044
C -4.173 -0.752 -2.043
C -5.351 -0.644 -0.943
O -5.181 -0.262 0.238
C -6.797 -1.130 -1.478
C -6.857 -2.231 -2.392
C -8.201 -2.797 -3.042
C -8.877 -3.983 -2.195
C -9.611 -4.963 -3.272
F -8.825 -6.174 -3.387
C -5.487 -2.958 -2.858
O -5.452 -4.201 -3.005
H 0.395 2.288 0.601
H 1.312 0.778 0.053
H 0.316 0.712 1.685
H -1.715 0.125 0.561
H -0.594 -0.072 -0.973
H -3.186 2.506 -1.845
H -3.661 1.594 -0.326
H -0.828 2.073 -2.985
H -0.920 1.441 -4.704
H 1.256 0.817 -2.672
H 0.589 -0.751 -3.503
H 1.098 1.902 -5.260
H 2.594 1.014 -4.683
H 0.931 -1.172 -5.731
H 0.388 0.209 -6.841
H 3.191 0.791 -6.885
H 2.418 -0.386 -8.075
H 3.601 -1.188 -5.205
H 4.653 -1.302 -6.745
H 2.213 -2.772 -7.498
H 3.910 -3.497 -7.061
H 1.196 -3.428 -5.540
H 2.717 -3.042 -4.456
H 2.850 -5.609 -6.374
H 3.517 -5.352 -4.660
H 0.623 -6.272 -5.623
H 0.670 -5.126 -4.190
H 2.391 -7.825 -4.381
H 2.385 -6.573 -2.940
H -0.335 -7.150 -3.040
H 0.214 -8.790 -3.659
H 0.341 -6.122 -1.271
H -0.698 -7.425 -0.362
H 1.071 -7.090 0.114
H -1.255 -1.272 -5.091
H -2.401 -3.137 -6.015
H -4.748 -2.429 -6.515
H -5.477 -3.862 -5.474
H -4.716 -5.514 -7.180
H -3.103 -4.661 -7.401
H -4.535 -4.015 -8.348
H -7.768 -0.619 -1.145
H -8.926 -1.942 -3.291
H -7.897 -3.242 -4.067
H -9.663 -3.577 -1.475
H -8.109 -4.606 -1.620
H -10.662 -5.149 -2.866
H -9.661 -4.458 -4.302
O 2.746 0.879 3.694
C 3.382 1.114 4.707
C 4.841 1.357 4.639
C 5.487 1.335 3.402
C 6.849 1.601 3.325
C 7.571 1.890 4.481
C 6.934 1.895 5.717
C 5.569 1.622 5.799
C 4.903 1.612 7.122
O 5.549 1.790 8.140
C 3.442 1.389 7.188
C 2.797 1.414 8.425
C 1.419 1.239 8.494
C 0.681 1.040 7.330
C 1.322 1.001 6.096
C 2.706 1.171 6.023
H 4.928 1.116 2.497
H 7.349 1.589 2.361
H 8.632 2.110 4.418
H 7.503 2.116 6.614
H 3.365 1.573 9.336
H 0.919 1.262 9.457
H -0.396 0.914 7.384
H 0.741 0.843 5.193
O 3.268 5.581 8.155
C 2.572 6.512 7.785
C 2.331 7.670 8.676
C 2.924 7.704 9.939
C 2.735 8.806 10.766
C 1.956 9.877 10.334
C 1.350 9.839 9.083
C 1.531 8.732 8.254
C 0.867 8.693 6.931
O 0.125 9.596 6.585
C 1.124 7.544 6.033
C 0.533 7.512 4.769
C 0.795 6.454 3.906
C 1.647 5.425 4.301
C 2.227 5.448 5.565
C 1.962 6.505 6.437
H 3.536 6.875 10.278
H 3.200 8.833 11.746
H 1.819 10.743 10.975
H 0.740 10.675 8.755
H -0.128 8.313 4.454
H 0.337 6.433 2.922
H 1.859 4.604 3.623
H 2.887 4.641 5.868
*
```

Atom charges from the Mulliken analysis, given in e for atoms 1 to 6:
1. C -0.8582
2. C 0.1628
3. O -0.3214
4. C -0.8745
5. C 0.4608
6. C 0.0568

***

Entry 2:
The molecule C4H6N2OS at a distorted geometry. Source: OMol25; level of theory: ωB97M-V/def2-TZVPD.

**Orbital gap**: 8.36 eV
**SMILES**: C=NN[C@@H](C=O)C=S
**Energy relative to the best compared isomer or geometry (same formula, charge and spin)**: 142.3 kcal per mole

```
! RIJCOSX wB97M-V def2-TZVPD def2/J DEFGRID3
* xyz 0 1
C -1.747 -1.502 -2.452
N -0.789 -0.816 -1.812
N -0.372 -1.344 -0.553
C 0.289 -0.278 0.076
C 1.596 0.179 -0.542
O 1.919 1.383 -0.665
C -0.362 0.898 0.849
S -0.178 0.857 2.449
H -2.220 -0.997 -3.376
H -2.043 -2.655 -2.190
H -0.943 -2.112 -0.252
H 0.723 -0.619 1.034
H 2.393 -0.837 -0.683
H -0.941 1.784 0.571
*
```

Atom charges from the Mulliken analysis, given in e for atoms 1 to 6:
1. C -0.3138
2. N -0.4282
3. N -0.0568
4. C 0.4082
5. C 0.0400
6. O -0.4779

***

Entry 3:
The ion C2H6N3S with charge +1 at a distorted geometry. Source: OMol25; level of theory: ωB97M-V/def2-TZVPD.

**Orbital gap**: 7.33 eV
**SMILES**: N/C=[NH+]\CN=S
**Energy relative to the best compared isomer or geometry (same formula, charge and spin)**: 56.8 kcal per mole

```
! RIJCOSX wB97M-V def2-TZVPD def2/J DEFGRID3
* xyz 1 1
N 0.981 -1.424 0.058
C 0.282 -0.840 1.028
N -0.156 0.406 0.894
C -0.563 1.140 -0.293
N -0.146 0.443 -1.500
S -0.614 1.026 -2.886
H 1.434 -2.416 0.064
H 0.577 -0.952 -0.837
H 0.236 -1.426 1.967
H -0.250 0.830 1.831
H -0.057 2.049 -0.177
H -1.724 1.164 -0.149
*
```

Atom charges from the Mulliken analysis, given in e for atoms 1 to 6:
1. N -0.3419
2. C 0.0231
3. N -0.1866
4. C -0.2561
5. N -0.4134
6. S 0.1043

***

Entry 4:
A structure of composition C48H51N3O9PSTl at a distorted geometry. Source: OMol25; level of theory: ωB97M-V/def2-TZVPD.

**Orbital gap (alpha / beta)**: 4.75 / 6.53 eV

```
! RIJCOSX wB97M-V def2-TZVPD def2/J DEFGRID3
* xyz 0 1
Tl 1.293 0.694 0.377
O 2.140 4.831 -1.833
C 2.108 3.694 -1.134
O 1.564 2.700 -1.548
C 2.865 3.760 0.147
C 4.094 4.393 0.175
C 4.871 4.284 1.339
C 4.379 3.573 2.397
C 3.093 2.986 2.302
N 2.338 3.098 1.178
C 2.615 2.133 3.320
O 3.399 1.918 4.397
O 1.540 1.428 3.194
H 1.620 4.728 -2.646
H 4.452 4.933 -0.687
H 5.851 4.735 1.379
H 4.941 3.419 3.302
H 3.111 1.102 4.828
C -2.039 -3.212 -4.009
C -2.267 -2.342 -2.765
C -3.723 -2.500 -2.303
O -1.412 -2.711 -1.704
C -0.547 -1.647 -1.369
C -1.038 -0.456 -2.188
O -1.966 -1.004 -3.098
C -1.673 0.774 -1.393
O -0.968 1.106 -0.288
C -3.101 0.429 -0.944
C -3.292 -0.035 0.352
C -4.566 -0.292 0.828
C -5.664 -0.077 0.012
C -5.480 0.393 -1.278
C -4.205 0.645 -1.758
C -1.764 1.954 -2.368
C -1.821 3.230 -1.822
C -1.935 4.343 -2.634
C -2.001 4.197 -4.009
C -1.953 2.930 -4.561
C -1.834 1.816 -3.749
C 0.968 -2.057 -1.599
O 1.798 -1.000 -1.355
C 1.164 -2.506 -3.051
C 1.529 -1.560 -4.000
C 1.799 -1.929 -5.304
C 1.744 -3.261 -5.671
C 1.377 -4.211 -4.733
C 1.082 -3.839 -3.432
C 1.326 -3.230 -0.678
C 2.647 -3.669 -0.703
C 3.074 -4.704 0.105
C 2.184 -5.326 0.964
C 0.867 -4.905 0.993
C 0.439 -3.870 0.178
H -1.923 -4.246 -3.700
H -1.145 -2.892 -4.539
H -2.897 -3.119 -4.668
H -3.973 -3.555 -2.255
H -4.379 -2.001 -3.009
H -3.853 -2.061 -1.319
H -0.632 -1.425 -0.296
H -0.201 -0.012 -2.736
H -2.426 -0.155 0.986
H -4.700 -0.653 1.838
H -6.661 -0.270 0.378
H -6.335 0.580 -1.913
H -4.075 1.015 -2.764
H -1.760 3.331 -0.750
H -1.978 5.331 -2.197
H -2.099 5.062 -4.649
H -2.011 2.802 -5.633
H -1.803 0.840 -4.206
H 1.624 -0.531 -3.694
H 2.066 -1.176 -6.032
H 1.980 -3.557 -6.682
H 1.318 -5.252 -5.018
H 0.792 -4.592 -2.713
H 3.341 -3.196 -1.381
H 4.102 -5.033 0.052
H 2.514 -6.140 1.592
H 0.157 -5.402 1.641
H -0.602 -3.595 0.200
C -0.011 -1.080 3.214
O -0.390 0.202 2.764
H -0.505 -1.329 4.159
H 1.073 -1.151 3.326
H -0.322 -1.786 2.444
C 0.319 3.028 4.765
P -0.285 1.645 3.602
C -1.016 2.669 2.316
C -1.504 1.006 4.843
C -1.037 0.506 6.053
C -1.889 -0.184 6.900
C -3.211 -0.386 6.543
C -3.683 0.121 5.342
C -2.831 0.804 4.491
H -0.578 3.542 5.104
H 0.954 3.724 4.224
H 0.868 2.662 5.627
H -1.940 3.101 2.686
H -1.183 2.075 1.412
H -0.314 3.469 2.096
H 0.001 0.647 6.330
H -1.512 -0.590 7.827
H -3.867 -0.939 7.199
H -4.711 -0.042 5.059
H -3.184 1.176 3.542
N 6.216 -0.005 0.454
C 4.903 -0.328 0.391
N 4.383 -0.707 -0.764
S 4.031 -0.230 1.818
H 6.839 -0.159 -0.323
H 6.612 0.132 1.369
H 4.947 -0.674 -1.600
H 3.360 -0.901 -0.902
*
```

Atom charges from the Mulliken analysis, given in e for atoms 1 to 6:
1. Tl 1.3756
2. O -0.5792
3. C 0.0538
4. O -0.2497
5. C 0.5117
6. C -0.8697

***

Entry 5:
A cluster of 2 separate species, CH3FO3P in total at a distorted geometry. Source: OMol25; level of theory: ωB97M-V/def2-TZVPD.

**Orbital gap**: 8.06 eV
**Energy relative to the best compared isomer or geometry (same formula, charge and spin)**: 47.8 kcal per mole

```
! RIJCOSX wB97M-V def2-TZVPD def2/J DEFGRID3
* xyz -1 1
C 0.345 0.240 0.986
O 1.396 1.248 -1.448
O 2.420 2.062 0.834
O 2.943 -1.226 0.385
F 3.403 -1.613 -0.875
P 1.680 1.114 0.022
H -0.559 0.884 1.557
H -0.223 -0.507 0.315
H 0.929 -0.287 1.817
*
```

Atom charges from the Mulliken analysis, given in e for atoms 1 to 6:
1. C -0.7214
2. O -0.6208
3. O -0.6077
4. O -0.5809
5. F -0.1991
6. P 0.9819

***

Entry 6:
A cluster of 2 separate species, C4H6O2 in total at a distorted geometry. Source: OMol25; level of theory: ωB97M-V/def2-TZVPD.

**Orbital gap**: 11.31 eV
**SMILES**: CC(=O)O.C#C
**Energy relative to the best compared isomer or geometry (same formula, charge and spin)**: 64.4 kcal per mole

```
! RIJCOSX wB97M-V def2-TZVPD def2/J DEFGRID3
* xyz 0 1
C 2.575 -0.136 0.054
C 1.069 0.104 0.072
O 0.497 1.230 -0.032
O 0.324 -1.102 -0.121
H 3.170 0.754 -0.121
H 2.917 -0.725 0.903
H 2.693 -0.955 -0.606
H -0.511 -0.715 -0.205
C -2.386 0.601 -0.033
C -2.853 -0.494 0.093
H -2.035 1.699 -0.041
H -3.231 -1.526 0.174
*
```

Atom charges from the Mulliken analysis, given in e for atoms 1 to 6:
1. C -1.0572
2. C 0.8255
3. O -0.5221
4. O -0.3633
5. H 0.2928
6. H 0.3291